This record from the OMol25 dataset describes a structure of composition C41H51N4O7RuS at a distorted geometry. The level of theory is ωB97M-V/def2-TZVPD.

Geometry as XYZ:
```
105
Properties=species:S:1:pos:R:3:forces:R:3
Ru 0.4401 -0.0063 -0.2718 -0.325 0.105 0.197
C -3.6193 -6.5621 0.1575 0.101 0.115 0.121
C -2.8479 -5.7915 1.2389 -0.153 -0.145 0.100
C -3.8533 -5.2043 2.2344 0.189 -0.095 -0.196
C -1.9464 -6.7696 2.0093 -0.093 0.119 -0.082
C -1.9882 -4.7140 0.5979 -0.630 0.770 0.353
C -2.2528 -3.3618 0.7601 -0.238 -0.790 0.029
C -1.3645 -2.4180 0.2406 0.138 0.649 0.188
N -1.4311 -1.0876 0.3866 1.307 -0.455 -1.176
C -2.3537 -0.3367 1.0149 -0.838 0.385 0.618
C -3.7213 -0.3391 0.7696 0.449 -0.190 -0.030
C -4.5560 0.5203 1.4640 -0.017 -0.097 -0.069
C -3.9969 1.3186 2.4835 0.425 0.239 0.281
C -2.6550 1.3872 2.7630 -0.308 0.313 0.240
C -1.7499 0.6261 1.9440 -0.303 -0.549 -0.237
O -0.4987 0.7198 1.9745 -0.118 -0.098 -0.076
C -2.0721 2.2297 3.8836 0.056 0.087 0.140
C -1.1360 3.2839 3.2755 0.010 -0.094 -0.028
C -1.2696 1.3022 4.8095 0.009 -0.007 -0.112
C -3.1469 2.9363 4.7146 0.177 -0.161 -0.219
C -6.0475 0.6240 1.1979 -0.227 -0.054 -0.057
C -6.8156 0.0723 2.4086 0.124 0.033 -0.120
C -6.4308 2.0955 0.9731 0.112 -0.136 0.009
C -6.4752 -0.1625 -0.0446 0.109 0.089 0.214
C -0.1303 -2.8421 -0.3800 -0.801 -0.197 0.389
O 0.7389 -1.9220 -0.5525 0.539 -0.015 -0.062
C 0.0532 -4.2138 -0.6812 -0.136 -0.226 0.120
C -0.8859 -5.0982 -0.1757 0.769 0.382 -0.432
C 1.1934 -4.7218 -1.5456 0.187 -0.179 -0.136
C 1.9777 -5.8227 -0.8152 -0.144 0.132 -0.110
C 0.5653 -5.2717 -2.8369 0.118 0.046 0.146
C 2.1852 -3.6290 -1.9393 0.015 -0.019 -0.065
H -4.2524 -7.3160 0.6226 -0.061 -0.098 0.020
H -2.9422 -7.0630 -0.5305 0.058 -0.047 -0.102
H -4.2525 -5.8855 -0.4130 -0.080 0.054 -0.087
H -4.3669 -6.0141 2.7492 -0.071 -0.045 0.026
H -4.6010 -4.5996 1.7254 -0.098 0.119 0.016
H -3.3413 -4.5961 2.9774 -0.041 0.082 0.104
H -2.5630 -7.5032 2.5252 -0.042 -0.090 0.060
H -1.3515 -6.2356 2.7467 0.077 0.026 0.110
H -1.2694 -7.3070 1.3509 0.080 -0.055 -0.051
H -3.1146 -3.0071 1.3024 -0.055 -0.023 0.102
H -4.0891 -0.9839 -0.0128 -0.080 -0.091 -0.058
H -4.6714 1.9244 3.0649 -0.061 0.085 0.109
H -0.3134 2.7950 2.7619 0.063 0.085 -0.021
H -0.7252 3.9228 4.0541 -0.005 0.105 0.132
H -1.6764 3.8996 2.5595 -0.058 0.152 -0.076
H -0.4610 0.8291 4.2605 0.065 -0.049 0.050
H -1.9105 0.5248 5.2225 -0.069 -0.064 0.088
H -0.8383 1.8683 5.6317 0.015 0.107 0.117
H -3.6960 3.6575 4.1147 -0.139 0.110 -0.061
H -2.6717 3.4737 5.5320 0.063 0.059 0.064
H -3.8459 2.2230 5.1463 -0.119 -0.062 0.063
H -6.5932 0.6316 3.3129 0.023 0.086 0.123
H -6.5547 -0.9692 2.5838 0.002 -0.133 0.028
H -7.8854 0.1350 2.2218 -0.146 0.004 0.007
H -6.2958 2.6917 1.8704 0.036 0.099 0.098
H -7.4774 2.1641 0.6819 -0.102 -0.006 -0.009
H -5.8197 2.5255 0.1835 0.070 0.113 -0.110
H -6.3342 -1.2319 0.0948 0.046 -0.152 -0.050
H -5.9086 0.1645 -0.9126 0.067 -0.005 -0.180
H -7.5320 0.0133 -0.2394 -0.063 -0.006 0.000
H -0.7458 -6.1497 -0.3675 0.060 -0.145 -0.067
H 1.3688 -6.6997 -0.6106 -0.084 -0.111 0.060
H 2.3691 -5.4424 0.1264 0.042 0.000 0.097
H 2.8185 -6.1352 -1.4309 0.090 -0.064 -0.066
H -0.1064 -6.1037 -2.6372 -0.087 -0.096 0.018
H 1.3479 -5.6127 -3.5106 0.095 -0.072 -0.115
H 0.0026 -4.4813 -3.3308 -0.066 0.039 -0.093
H 2.6708 -3.2038 -1.0657 0.081 0.084 -0.017
H 1.6893 -2.8313 -2.4859 0.077 0.084 -0.033
H 2.9525 -4.0533 -2.5827 0.087 -0.167 -0.091
O 1.7443 6.0585 -0.2654 0.041 0.193 0.056
C 1.4277 4.7584 -0.1671 -0.017 -0.735 0.018
C 2.3721 3.7597 0.0731 -0.114 -0.104 0.128
C 1.9712 2.4367 0.0918 0.360 0.090 0.011
N 0.7061 2.0614 -0.1222 0.320 0.475 -0.142
C -0.2055 3.0171 -0.3239 -0.364 0.104 -0.122
C 0.1015 4.3634 -0.3434 0.194 0.006 0.039
C -1.6038 2.5205 -0.6716 0.227 -0.049 -0.072
O -2.5083 3.3358 -0.8287 -0.139 0.489 0.141
O -1.6700 1.2756 -0.8568 0.374 -0.350 0.418
C 2.9707 1.2902 0.2545 0.600 1.504 0.284
O 4.1045 1.5086 0.6316 -0.341 0.008 -0.134
O 2.4838 0.1618 -0.0848 -1.123 -1.475 -0.273
H 2.6957 6.1851 -0.1493 -0.139 -0.066 0.008
H 3.4176 3.9746 0.2408 0.111 -0.014 -0.002
H -0.6791 5.0844 -0.5284 -0.106 -0.016 -0.022
C -3.7332 2.5456 -3.5229 -0.065 0.225 0.154
C -3.1751 1.1803 -3.4200 0.043 -0.292 -0.128
C -3.9209 0.0311 -3.2928 0.209 -0.233 0.084
C -3.2435 -1.1936 -3.1237 -0.330 0.648 -0.053
N -1.9295 -1.2517 -3.0107 0.025 -0.474 0.157
C -1.2164 -0.1430 -3.1023 0.281 0.722 -0.661
S 0.4682 -0.0982 -2.9591 0.412 0.248 0.134
N -1.8356 1.0467 -3.4235 -0.394 -0.456 0.109
C -3.9793 -2.4884 -3.0542 -0.084 0.006 -0.012
H -4.7876 2.5262 -3.7752 -0.077 -0.044 -0.089
H -3.1900 3.1417 -4.2523 0.023 0.035 -0.136
H -3.6052 3.0273 -2.5445 -0.020 -0.067 -0.069
H -4.9983 0.0753 -3.3093 -0.045 0.024 -0.047
H -1.2444 1.8712 -3.4370 -0.032 -0.191 -0.030
H -5.0488 -2.3462 -3.1844 -0.066 -0.031 0.043
H -3.7790 -2.9701 -2.0981 0.019 -0.036 0.104
H -3.6106 -3.1586 -3.8295 0.046 -0.012 -0.033
```
Positions in Å, forces in eV/Å.

- E_LUMO (spin up / spin down): -0.13 / -2.12 eV
- Spin multiplicity: 6
- ΔE to the lowest compared entry with this formula, charge and spin: 0.196 eV
- Net charge: 0
- HOMO energy (spin up / spin down): -6.96 / -8.11 eV
- Frontier orbital gap (spin up / spin down): 6.828 / 5.985 eV